Entry 1:
Formula: C5H10O
Source: the Open Molecules 2025 dataset
Level of theory: the ωB97M-V functional and the def2-TZVPD basis

* total charge: 0
* E: -7393.70189 eV
* F_max: 0.5 eV/Å
* Kohn-Sham gap: 9.2 eV
* structure (SMILES): CC/C(C)=C\O
* molecular weight: 86.13 g mol⁻¹

Last column: natural (NBO) charge in e.
Cartesian coordinates (Å):
O1 0.1899 1.6557 -1.5333  -0.69
C1 -0.7530 1.2162 -0.6439  0.13
C2 0.6327 -0.5882 0.4892  -0.42
C3 -1.9059 -0.4907 0.6986  -0.62
C4 -0.6613 0.1046 0.0927  -0.11
C5 1.9630 -0.2150 -0.1788  -0.62
H1 0.7380 -0.3459 1.5588  0.21
H2 0.6145 0.8495 -1.8494  0.48
H3 -1.5936 1.9059 -0.5850  0.17
H4 2.1281 0.8658 -0.2006  0.22
H5 2.7856 -0.6611 0.3906  0.22
H6 2.0493 -0.6035 -1.2028  0.19
H7 -1.8885 -0.5139 1.7951  0.20
H8 -2.0013 -1.5317 0.3548  0.21
H9 0.5090 -1.6790 0.4558  0.20
H10 -2.8067 0.0312 0.3582  0.22



Entry 2:
Formula: C2N2O3
Source: the Open Molecules 2025 dataset
Level of theory: the ωB97M-V functional and the def2-TZVPD basis

* total charge: 0
* E: -11188.54786 eV
* F_max: 3.7 eV/Å
* Kohn-Sham gap (spin up / spin down): 5.6 / 5.6 eV
* molecular weight: 100.03 g mol⁻¹

Last column: natural (NBO) charge in e.
Cartesian coordinates (Å):
O1 -1.2302 1.4904 -1.9759  -0.32
O2 0.8496 -1.3048 1.2969  -0.27
O3 -1.0902 -2.3272 1.0897  -0.35
N1 1.4121 0.5579 0.3681  -0.02
N2 -0.2899 -1.4505 0.9983  0.37
C1 0.5625 0.8445 -0.4058  -0.11
C2 -0.3856 1.1376 -1.2626  0.71